27
Properties=species:S:1:pos:R:3:nbo_charge:R:1 method="wB97M-V/def2-TZVPD" smiles=COc1ccc2c(CN)cccc2c1 max_force_ev_per_a=4.61 lumo_ev=0.749 e_above_lowest_kj_mol=187.4 orbital_gap_ha=0.308
C 4.36448 0.35937 0.04364 -0.27
O 3.42110 -0.78613 0.05888 -0.48
C 2.16433 -0.45172 -0.05706 0.33
C 1.36098 -1.62485 -0.11212 -0.28
C -0.00971 -1.44916 -0.25245 -0.09
C -0.67879 -0.15037 -0.31805 -0.14
C -2.06335 0.03035 -0.25738 0.02
C -3.01478 -1.12490 -0.41862 -0.25
N -2.68160 -2.03078 0.69875 -0.81
C -2.68847 1.29215 0.00348 -0.23
C -1.85723 2.44668 0.12990 -0.21
C -0.48602 2.28595 0.09433 -0.22
C 0.18661 1.01637 -0.11559 0.02
C 1.63428 0.82837 0.08392 -0.35
H 5.46883 0.08605 0.03658 0.21
H 4.35900 0.76561 1.06448 0.18
H 4.16404 1.10387 -0.65241 0.19
H 1.93607 -2.60216 0.18940 0.24
H -0.64319 -2.34203 -0.22996 0.22
H -4.13910 -0.83790 -0.38704 0.18
H -2.77990 -1.60542 -1.34734 0.20
H -3.23392 -1.55629 1.53425 0.34
H -3.34934 -2.79168 0.66417 0.35
H -3.72894 1.39795 -0.14438 0.20
H -2.50212 3.31537 0.45826 0.22
H 0.17484 3.12423 0.13513 0.20
H 2.20215 1.69739 0.37252 0.22